(one)
Below is one molecule with the formula C3H7NOS2, with properties calculated with the ωB97M-V functional and the def2-TZVPD basis.

The geometry in ORCA input format:
```
! RIJCOSX wB97M-V def2-TZVPD def2/J DEFGRID3
* xyz 0 1
N 2.17 1.80 0.62
C 2.33 0.41 0.56
O 3.42 -0.05 0.29
C 1.15 -0.45 0.79
C 0.00 -0.13 -0.16
S -1.53 -0.97 0.24
S -2.75 -0.01 -1.17
H 3.10 2.16 0.49
H 1.54 2.26 0.00
H 0.75 -0.38 1.80
H 1.45 -1.49 0.63
H -0.24 0.93 -0.09
H 0.34 -0.25 -1.19
H -3.03 1.15 -0.51
*
```

Results
E_LUMO = 0.0097 Ha
gap between HOMO and LUMO = 9.74 eV
SMILES = NC(=O)CCSS

***

(two)
Below is one molecule with the formula C3H7NOS2, with properties calculated with the ωB97M-V functional and the def2-TZVPD basis.

The geometry in ORCA input format:
```
! RIJCOSX wB97M-V def2-TZVPD def2/J DEFGRID3
* xyz 0 1
N 2.06 -1.11 -0.19
C 1.30 0.02 -0.68
C 1.67 0.26 -2.12
O 1.26 1.16 -2.80
C -0.20 -0.30 -0.45
S -0.75 0.69 0.99
S -2.18 -0.61 1.84
H 1.76 -1.53 0.69
H 3.08 -1.05 -0.11
H 1.60 0.98 -0.25
H 2.50 -0.36 -2.53
H -0.66 -0.22 -1.44
H -0.32 -1.36 -0.21
H -2.49 -1.42 0.78
*
```

Results
E_LUMO = 0.0106 Ha
gap between HOMO and LUMO = 8.82 eV
SMILES = N[C@@H](C=O)CSS

***

Comparing the structures above, (one) comes out on top by 0.0529 hartree.